1.
Here is a structure of composition C19H35HgNO2P2 in a non-equilibrium geometry from the OMol25 dataset. Energies are from ωB97M-V/def2-TZVPD.

Output
Relative energy (zero: lowest compared OMol25 entry of this formula, charge and spin): 101.79 kcal per mole
E_HOMO (spin up / spin down): -0.261 / -0.217 Eh
Total energy: -48600.9064 eV
Charge: 0
Frontier orbital gap (spin up / spin down): 5.960 / 4.640 eV
F_max: 3.629 eV/A
2S+1: 1

Each line ends with the natural charge from an NBO analysis.
Atoms and positions in Å:
C 0.81664 -1.82349 -4.06635  -0.98
H -0.00822 2.44205 1.88378  0.23
H -2.04029 -4.46522 -3.42797  0.24
H 1.21109 -4.38316 -1.11161  0.20
C -0.22216 -3.00561 -0.12314  -0.48
N -0.76358 0.54517 -0.44189  -0.72
H -4.89418 -3.31919 -1.00573  0.22
C -1.73407 -3.52364 -3.92544  -0.73
H -3.81013 -2.99038 -4.29514  0.23
H 1.20055 -1.00051 -3.45363  0.24
H 0.22071 -1.40744 -4.88567  0.22
H 0.33665 1.53869 -2.78220  0.24
C 0.13324 -4.20060 -1.02528  -0.20
H -1.96424 -2.19934 0.94425  0.22
H 0.13086 1.45212 -4.56938  0.21
H 1.81034 -4.18219 -3.91512  0.22
C -0.45581 -6.24156 0.24176  -0.40
O -2.57078 1.65345 -1.40576  -0.76
H 1.66928 -2.33290 -4.53404  0.23
C -1.85685 2.29983 0.79568  -0.52
H -1.43500 -3.76731 -4.95819  0.23
H -0.29761 -2.04242 -0.67623  0.25
H -5.25937 -3.14427 -2.72582  0.21
H 0.03265 -7.17733 0.00691  0.21
P -0.16106 -3.01619 -3.00348  0.97
C -0.38573 1.52113 -3.60263  -0.99
C -1.76095 1.46281 -0.47019  0.65
C -2.21613 -5.25638 -0.53552  -0.28
H 0.09647 -5.66727 0.98513  0.21
H -0.67291 -5.97164 -1.94380  0.21
H -4.28111 -0.16742 -0.97920  0.27
C -0.72146 -5.38982 -1.00661  -0.29
C -4.53945 -0.73983 -1.87487  -0.96
H -3.55433 -3.75051 0.31438  0.17
C -1.93437 -6.35145 0.54240  -0.39
H -4.04191 -4.33126 -2.19142  0.22
C -1.51377 -3.17402 0.70496  -0.49
H 0.77251 -5.36626 -3.13029  0.22
H -1.19948 1.32076 2.60477  0.22
O 0.60801 -0.27513 1.25024  -0.63
H -1.04115 2.38787 -3.53997  0.23
C -2.88732 -2.51117 -3.94499  -0.71
P -3.14297 -1.88959 -2.16069  0.69
H -4.69488 -0.02418 -2.67946  0.24
H -2.93485 -5.62071 -1.28185  0.20
H -2.36007 -7.32083 0.26431  0.21
H -5.46230 -1.28390 -1.65209  0.23
C -4.44651 -3.32789 -2.00676  -0.82
C -2.52262 -3.93159 -0.00217  -0.07
H 0.60574 -2.81199 0.56960  0.23
H -1.68191 3.35249 0.54863  0.23
C 0.76581 -4.46952 -3.75252  -0.94
H -2.86891 2.19775 1.20335  0.22
H -2.24234 -6.05241 1.55011  0.21
C -0.78413 1.69870 1.66427  -0.52
Hg -1.75301 -0.08504 -3.18940  1.15
C -0.20425 0.54105 0.82406  0.67
H 0.30949 -4.72126 -4.71656  0.21
H -1.26601 -3.63020 1.68062  0.21
H -2.65744 -1.68055 -4.63892  0.21

2.
Here is a structure of composition C19H36CrN3O5P2 in a non-equilibrium geometry from the OMol25 dataset. Energies are from ωB97M-V/def2-TZVPD.

Output
Expectation value of S²: 4.183
Relative energy (zero: lowest compared OMol25 entry of this formula, charge and spin): 41.50 kcal per mole
E_HOMO (spin up / spin down): -0.241 / -0.201 Eh
Total energy: -81991.3644 eV
Charge: 0
Frontier orbital gap (spin up / spin down): 6.531 / 5.529 eV
F_max: 2.907 eV/A
2S+1: 4

Each line ends with the natural charge from an NBO analysis.
Atoms and positions in Å:
O 1.14479 -4.48943 -0.62139  -0.94
C -0.54824 0.98964 -4.89199  -0.27
H 0.64136 -4.43431 -1.45255  0.46
H 3.84409 3.32142 0.75490  0.26
P -2.10789 -0.47528 -1.44834  0.97
H 3.23474 0.31349 -1.93205  0.26
H -1.14817 0.49760 -5.65569  0.22
H 1.48529 -0.46328 -1.95613  0.08
H -0.54036 2.14825 2.86609  0.21
N 1.39293 -2.21864 2.65412  -0.67
N 0.00288 1.27144 -2.58150  -0.60
H 3.09846 2.11281 1.81867  0.27
H 1.23824 0.65429 3.73340  0.20
C -0.75894 0.63031 -3.54905  0.23
C 0.21662 0.53614 4.13647  -0.37
Cr -0.13344 0.47006 -0.64547  0.57
H 1.33118 3.75565 -1.53742  0.26
P 2.25407 1.86061 -0.38853  1.22
H -0.57378 -3.95425 -5.18939  0.48
C 0.96552 2.15152 -2.94405  0.25
C -2.86481 -0.23997 4.20440  -0.62
H -2.04601 -2.13617 3.66529  0.21
H -3.37584 0.73635 0.16864  0.25
H -2.18522 -0.87740 -3.92391  0.22
C -3.47676 0.62952 -0.92430  -0.94
O 0.74486 -2.49328 4.82265  -0.58
H -0.02490 2.63812 4.47152  0.21
H 1.74607 3.47885 -4.42646  0.21
H -1.56794 1.80105 4.26634  0.22
H 0.99923 1.34228 0.38566  -0.10
H 2.79505 3.12824 -2.34541  0.26
O 0.37464 -3.76293 -5.42284  -0.96
H 4.32526 0.67464 -0.58453  0.24
H -3.33710 -2.63421 -1.68622  0.23
H 2.98484 -0.45664 -0.37980  0.31
H -4.48003 0.25755 -1.18779  0.23
H 2.17388 3.53924 1.31627  0.27
C 0.32340 2.01537 -5.25622  -0.15
H 1.32450 -3.48768 -0.54691  0.48
H -1.47753 -1.51247 5.21059  0.23
C -1.75267 -0.29222 -3.14560  -0.83
C 2.90923 2.79605 0.98107  -0.97
H 1.26538 -0.28348 -1.20868  -0.08
H -2.89704 -2.22985 -0.00810  0.25
C 0.60550 -1.90375 3.75682  0.73
H -2.95629 0.25363 3.23654  0.24
C -0.38915 -0.76208 3.51839  -0.24
C 1.84218 2.82936 -1.86782  -0.76
H -2.76607 0.50330 5.00004  0.19
H 0.53162 -2.76297 -5.45724  0.48
H -1.65369 -2.82246 -1.12306  0.24
C 1.07658 2.63211 -4.24236  -0.35
C -0.53332 1.84085 3.91838  -0.62
H 2.13806 -2.87425 2.85812  0.43
C -2.55055 -2.19015 -1.05163  -0.93
C -0.57192 -0.51429 2.00863  0.71
C 3.29581 0.48188 -0.86054  -0.99
C 1.41774 -1.64956 1.36457  0.81
H -3.79105 -0.79189 4.38172  0.21
O -1.60564 0.06352 1.59243  -0.67
H 0.44166 2.37061 -6.27754  0.22
H 0.31287 0.34322 5.21371  0.22
N 0.38303 -0.78072 1.08501  -0.75
O 2.27931 -1.96234 0.54460  -0.67
H -3.30953 1.60619 -1.39478  0.24
C -1.71700 -1.21921 4.18030  -0.38

3.
Here is an isolated molecule of C19H36O2 from the OMol25 dataset. Energies are from ωB97M-V/def2-TZVPD.

Output
Relative energy (zero: lowest compared OMol25 entry of this formula, charge and spin): 4.38 kcal per mole
E_HOMO: -0.336 Eh
Total energy: -24382.5207 eV
Charge: 0
Frontier orbital gap: 10.024 eV
F_max: 0.521 eV/A
2S+1: 1
SMILES: CCCCCCCC/C=C\CCCCCCCC(=O)OC

Each line ends with the natural charge from an NBO analysis.
Atoms and positions in Å:
H -2.43235 -1.67389 2.42632  0.20
C -0.24034 -0.05647 1.80631  -0.45
H 0.45120 -1.36181 3.37668  0.19
C 1.83945 -6.38476 2.12386  0.80
C -0.61235 3.66400 0.13523  -0.39
H -1.68544 2.28018 1.38970  0.20
H -1.94265 6.06529 -4.49195  0.19
C 0.16449 3.23190 -2.25926  -0.38
H 2.41988 -7.72421 0.17258  0.21
H -1.13606 1.97651 -1.09155  0.19
C 0.34857 2.39383 2.06672  -0.17
H -1.23715 3.78895 2.18883  0.21
H -2.49453 4.54863 -5.20155  0.19
C -0.95761 3.97184 -2.98457  -0.39
H -1.63692 -2.66433 3.64126  0.20
H 1.11482 -2.97156 1.90503  0.19
C -0.49734 -0.96014 3.01597  -0.39
H -0.43651 -5.33811 3.05018  0.22
H -1.27902 4.82942 -2.39092  0.19
C 0.33174 -3.72965 1.84361  -0.40
H 1.57813 0.81690 2.61469  0.19
C -0.88850 3.01570 1.49833  -0.44
H -1.81549 3.30417 -3.09668  0.19
C -1.18391 5.68867 -6.46764  -0.60
H -0.20203 3.60537 -4.96561  0.19
H 2.54583 -4.66122 3.15875  0.22
O 3.03211 -6.28387 1.52127  -0.51
H -0.99207 -2.52519 0.66520  0.20
H -1.19239 0.28102 1.39790  0.20
C -1.02509 -3.06272 1.61499  -0.39
H -0.88742 4.84594 -7.08860  0.20
H 0.34713 5.12049 -4.25122  0.19
C -0.51671 4.46049 -4.36226  -0.39
H 4.06543 -7.92289 0.83562  0.19
H -1.78370 -3.84325 1.51819  0.21
H 0.22877 -3.99001 3.98514  0.20
O 1.00286 -7.19601 1.82845  -0.61
H 0.52855 2.42984 -2.90662  0.20
C -0.26984 2.62192 -0.92667  -0.40
H -1.49491 4.22868 -0.16986  0.20
H -0.91787 -0.35057 3.82018  0.21
C 3.32902 -7.20223 0.47710  -0.27
H 0.55175 -4.35571 0.97503  0.20
H 3.74096 -6.63404 -0.35572  0.19
H 1.09520 3.11256 2.38315  0.19
C 0.36995 -4.60389 3.09499  -0.39
H -0.33424 6.36230 -6.37866  0.20
C 0.62502 1.10386 2.18537  -0.18
H 0.99753 3.91771 -2.08718  0.19
H 1.73997 -5.87701 4.17030  0.24
H 0.27332 -0.62944 1.02960  0.21
C -1.47039 -2.10197 2.72034  -0.39
H 0.54075 1.99579 -0.54666  0.21
H -1.99046 6.21799 -6.96983  0.21
C 1.70154 -5.34848 3.21489  -0.50
C -1.63004 5.20771 -5.09238  -0.39
H 0.21938 4.36575 0.23362  0.19

4.
Here is a cluster of 6 separate species, C19H36O20 in total in a non-equilibrium geometry from the OMol25 dataset. Energies are from ωB97M-V/def2-TZVPD.

Output
E_HOMO: -0.386 Eh
Total energy: -61236.0027 eV
Charge: 0
Frontier orbital gap: 11.076 eV
F_max: 3.966 eV/A
2S+1: 1
SMILES: COC(=O)OCC(=O)O.COC(=O)OC.COC(=O)OC.COC(=O)OC.COC(=O)OC.COC(=O)OC

Each line ends with the Löwdin charge.
Atoms and positions in Å:
H -6.71547 -0.37426 1.98285  0.10
H 10.21801 8.74066 -2.91312  0.09
O -3.78154 -5.83918 3.80566  0.01
C -6.73821 -1.35896 1.51967  -0.03
O -5.55789 -2.09623 1.84480  -0.01
H -8.09135 -0.99112 7.69372  0.09
H -2.15405 -1.91456 -2.05938  0.09
O -7.39211 -4.63286 7.77556  0.13
H -6.84953 -1.26876 0.44055  0.10
C -4.42236 -1.53766 1.42241  -0.61
O 7.51630 9.72012 -4.84243  0.04
O -4.61747 -7.28759 2.28511  0.12
H 3.52848 -0.95757 -2.05163  0.10
H 7.27418 5.19356 -3.73988  0.09
H 3.39958 -1.85232 -3.59499  0.09
H -1.39382 -2.58216 1.77201  0.10
C 5.68922 8.39407 -3.78913  -0.55
H -1.91090 -0.89557 1.87535  0.10
H -5.56083 -4.96331 3.16959  0.08
H -7.57992 -1.91862 1.91794  0.10
C -2.12192 -1.85907 1.41453  -0.02
O 8.74044 7.91340 -4.07923  -0.02
H 4.02790 -2.65394 -2.14653  0.09
H -7.09520 -6.19044 4.41711  0.09
C 7.18081 4.64524 -2.80394  -0.04
O 5.09565 2.05243 -3.77300  0.01
H 6.45918 10.25443 -3.15970  0.14
C -4.48802 -4.78112 3.14492  -0.04
H -7.94806 -6.47660 5.94060  0.10
H 10.05555 9.48828 -4.47833  0.10
H 3.62366 0.82068 -4.45279  0.08
C 10.03468 8.53550 -3.96392  -0.02
O -3.23750 -7.92263 3.96080  0.00
H -1.26324 -0.38959 -1.97838  0.10
O -4.32251 -0.50557 0.81400  0.13
H -2.70904 -9.87536 4.13351  0.09
O 5.91634 7.79694 -2.81810  0.17
H -2.04240 -1.78867 0.33159  0.08
H -4.14532 -4.66858 2.12180  0.09
H -6.96509 -2.10979 8.47942  0.10
C -7.89022 -2.03680 7.91018  -0.04
C 6.27818 9.75563 -4.10267  -0.03
C -1.29355 -1.37347 -2.44397  -0.04
C -3.32244 -9.26324 3.47788  -0.04
H -4.28112 -3.86316 3.68278  0.09
O 4.84338 7.93351 -4.70675  0.14
O 6.67510 3.33048 -3.04388  0.01
O -3.41543 -2.33050 1.79675  -0.02
H 3.03270 2.32833 -3.74540  0.10
H -6.19237 -6.13439 5.93701  0.10
C -7.14852 -5.91012 5.46614  -0.04
C 5.46626 3.32081 -3.60250  -0.62
C 1.01726 -1.58362 -2.51627  -0.62
O 2.01484 -2.38272 -2.13676  0.01
C 3.31403 -1.92107 -2.51159  -0.04
H -8.72060 -2.44693 8.48244  0.10
H 4.86138 6.96396 -4.65439  0.13
O -0.12869 -2.12858 -2.10573  0.00
H 5.56302 10.31311 -4.69347  0.14
C 8.02354 8.48357 -5.06142  -0.66
H -2.93472 -9.33201 2.46284  0.10
H -4.34978 -9.62200 3.51598  0.10
O 1.13068 -0.55042 -3.12239  0.12
C -7.51274 -4.01226 6.75289  -0.62
O -7.41930 -4.50824 5.51833  0.00
H -1.39367 -1.28115 -3.52392  0.10
H 3.78593 2.32672 -5.36745  0.10
O -7.76403 -2.70473 6.65445  0.00
O 4.81991 4.29284 -3.90641  0.12
O 7.86989 7.94583 -6.07245  0.23
C 3.80669 1.88831 -4.37100  -0.03
H 6.53686 5.18468 -2.11247  0.09
H 10.81570 7.87286 -4.31772  0.09
H 8.16682 4.54219 -2.35925  0.10
C -3.94568 -7.03838 3.25259  -0.63

F_max of number 2 (C19H36CrN3O5P2)?
2.907 eV/A